(1)
Molecular formula: C25H85O30P5
Method: DFT, the ωB97M-V functional and the def2-TZVPD basis

The HOMO-LUMO gap is 10.1 eV.

The geometry in XYZ format:
```
145
Properties=species:S:1:pos:R:3:forces:R:3
C 4.583097 1.786965 5.582893 0.23 -0.65 -0.63
O 3.857826 2.943003 5.808488 -0.80 1.32 0.89
H 4.362657 1.537955 4.544868 0.27 -0.72 0.03
H 5.656558 1.946057 5.685152 0.12 -0.01 0.11
H 4.248193 1.028988 6.291000 0.27 -0.48 -0.35
H 3.389516 2.791915 6.632777 -0.10 0.53 -0.06
C 1.870871 -6.208399 -1.988388 -1.80 1.07 1.83
O 2.482306 -6.606393 -3.120267 1.41 -1.15 -2.30
H 1.775842 -6.960311 -1.205003 0.36 -0.30 0.15
H 2.373956 -5.330494 -1.583064 -0.03 0.00 0.07
H 0.843501 -5.953751 -2.248712 -0.29 0.53 0.45
H 1.808274 -7.012500 -3.670133 0.35 -0.14 -0.19
C 6.060881 -0.786916 -0.687381 -1.14 -1.03 1.01
O 6.909339 -0.024192 -1.454342 0.69 0.52 -1.29
H 6.525644 -1.616399 -0.154413 0.50 0.21 0.39
H 5.464499 -0.181434 -0.004867 0.07 0.05 0.32
H 5.330013 -1.336893 -1.280206 0.06 0.43 -0.68
H 7.667169 0.308797 -0.968112 -0.19 -0.18 0.25
C -6.775779 5.413596 6.393434 -0.32 0.13 0.29
O -5.416827 5.147495 6.250808 1.13 -0.49 -0.10
H -7.201280 4.633421 7.024598 -0.06 -0.08 -0.16
H -6.901203 6.352417 6.932864 -0.38 0.25 -0.18
H -7.263922 5.418529 5.418859 -0.35 0.13 0.11
H -5.060492 5.655007 5.517975 0.00 0.06 0.01
C -6.731991 -3.855261 -6.539107 -0.06 0.31 -0.71
O -6.485781 -5.167558 -6.994365 -0.18 -0.75 0.45
H -7.798683 -3.711966 -6.366650 -0.05 -0.24 -0.19
H -6.245056 -3.586278 -5.601747 0.38 -0.10 -0.05
H -6.420898 -3.226957 -7.373712 -0.09 0.79 0.44
H -5.623916 -5.186112 -7.416801 0.03 0.00 0.06
C 8.876875 -4.276214 3.642162 0.27 0.74 -0.14
O 7.842690 -3.827458 4.511720 -0.11 -0.54 -0.01
H 9.757783 -4.617018 4.186173 -0.02 -0.18 0.07
H 8.550007 -5.064770 2.964337 -0.35 0.01 0.35
H 9.173253 -3.422883 3.032179 0.27 -0.04 -0.29
H 8.262445 -3.326434 5.214841 -0.06 0.02 0.01
C -4.476314 -1.127697 6.070661 -0.70 0.90 -0.23
O -4.773928 -2.243765 5.283757 0.37 -0.75 -0.39
H -5.142190 -1.196841 6.930847 0.46 0.16 0.23
H -3.422780 -0.986763 6.312118 0.08 -0.45 0.39
H -4.751812 -0.237364 5.505411 -0.16 0.40 0.16
H -4.254205 -2.153238 4.481708 -0.03 -0.27 -0.20
C -1.029474 -3.987657 -8.220619 1.25 0.34 0.91
O -1.828036 -5.133203 -8.034509 -0.71 0.08 -0.46
H -1.558416 -3.039569 -8.123456 -0.63 -0.32 -0.19
H -0.276233 -3.923554 -7.435369 0.16 -0.04 0.19
H -0.447894 -3.956567 -9.141982 -0.34 -0.35 -0.36
H -1.416219 -5.784370 -7.461816 0.24 0.30 -0.09
C 6.379717 -8.915094 0.690231 -0.30 0.06 0.52
O 6.711266 -9.324795 2.033335 0.35 0.11 -0.93
H 5.738067 -9.640080 0.189446 -0.14 -0.10 0.09
H 5.878832 -7.947058 0.701827 -0.10 0.05 -0.05
H 7.261336 -8.801322 0.059444 0.29 -0.15 0.49
H 5.966210 -9.147917 2.612317 -0.11 0.03 -0.11
C -3.737180 6.374989 0.957009 -0.76 0.81 -0.54
O -3.323461 6.942526 2.188972 0.21 -0.72 0.23
H -4.269411 7.172173 0.438049 0.11 0.01 -0.60
H -2.929196 5.997003 0.330596 0.12 0.02 0.15
H -4.496004 5.598346 1.052445 0.28 -0.21 0.65
H -2.444955 7.301558 2.044319 0.04 0.10 0.13
C 1.747178 -2.674602 2.262631 -0.84 -0.39 0.53
O 1.215860 -1.404673 1.807898 -0.51 -0.03 -0.91
P -0.234800 -1.265904 1.066919 1.33 0.73 0.26
O -1.264113 -2.095835 1.695614 -0.07 0.00 -0.38
O -0.522768 0.325979 1.085181 0.76 -0.99 -0.09
C -0.435757 1.159782 2.245689 -0.38 0.48 0.19
O 0.102453 -1.494299 -0.494781 -0.41 -0.14 1.17
C -0.909886 -1.283760 -1.507135 -0.09 0.38 0.54
H 2.207519 -2.571376 3.245247 0.05 0.57 -0.13
H 2.480634 -3.147799 1.609773 -0.13 0.53 -0.43
H 0.929252 -3.375783 2.428252 -0.11 -0.02 -0.23
H -0.042750 0.650118 3.125391 -0.15 -0.14 -0.13
H -1.419931 1.589720 2.431830 -0.17 -0.44 0.22
H 0.173570 2.044449 2.060791 0.42 -0.34 -0.39
H -0.662615 -1.923529 -2.354283 0.03 0.27 0.09
H -0.915141 -0.216753 -1.729803 0.17 -0.11 -0.44
H -1.914881 -1.506209 -1.148493 0.08 -0.36 0.15
C -7.583969 3.571680 -5.400547 0.46 -0.39 -0.87
O -7.479819 3.318828 -4.021089 0.26 -1.33 2.41
P -7.296141 1.817816 -3.387932 0.87 -0.34 -0.16
O -6.370735 0.916625 -4.108318 -0.78 0.83 -0.19
O -6.831992 2.009421 -1.865428 -1.16 0.82 -0.97
C -6.939336 0.952081 -0.909155 0.62 -0.37 0.89
O -8.778848 1.229035 -3.245425 0.75 0.74 0.40
C -9.492944 0.966984 -4.436456 -0.81 -0.66 -0.49
H -8.462125 4.183399 -5.607311 -0.11 -0.23 0.14
H -7.602857 2.617946 -5.927950 -0.15 0.23 -0.34
H -6.709847 4.113641 -5.761511 0.09 0.04 0.20
H -7.513247 0.077481 -1.215418 0.09 0.22 -0.40
H -7.341600 1.290470 0.045714 -0.51 0.56 -0.36
H -5.929769 0.666381 -0.613805 0.12 -0.28 -0.51
H -9.722970 -0.098284 -4.456709 0.01 0.00 -0.04
H -8.963600 1.200437 -5.360251 0.17 0.04 0.21
H -10.437169 1.511430 -4.425359 0.09 0.12 0.08
C 2.198822 9.872453 -3.085778 0.98 1.00 0.35
O 1.535550 9.487499 -1.882159 0.26 -0.09 1.60
P 2.259877 9.420837 -0.410423 -1.62 -0.81 0.31
O 1.319884 8.945076 0.658747 1.49 0.65 -1.85
O 3.553307 8.474247 -0.636939 -0.17 1.34 0.74
C 3.552150 7.042168 -0.574364 -0.76 -0.26 -1.33
O 2.857517 10.906769 -0.135193 -1.22 -2.40 -2.54
C 3.474103 11.105231 1.091743 1.02 1.00 0.76
H 1.978586 9.264700 -3.963414 -0.14 -0.53 0.56
H 3.264211 9.902020 -2.857413 0.17 -0.23 -0.55
H 1.930901 10.892658 -3.360579 -0.25 0.07 0.22
H 2.543108 6.658353 -0.423928 0.04 0.07 0.38
H 4.257014 6.584536 0.119778 -0.05 0.68 0.26
H 3.828013 6.747648 -1.586917 0.17 -0.28 0.07
H 4.027669 10.229541 1.430605 -0.29 -0.06 0.26
H 2.730185 11.486548 1.791244 0.24 -0.30 0.30
H 4.210153 11.878706 0.872538 0.07 0.12 0.45
C -0.496054 -7.246615 7.264428 -0.94 -0.19 -0.27
O 0.589294 -7.671471 6.466554 2.54 0.06 0.04
P 2.065839 -7.946097 7.097317 0.24 -0.59 -0.68
O 3.037245 -8.577483 6.166327 -1.42 0.92 0.84
O 2.547299 -6.545767 7.744554 -0.57 -1.13 0.34
C 3.600050 -6.527638 8.738164 0.83 0.19 -0.05
O 1.733794 -8.865719 8.379628 -0.34 0.01 0.32
C 1.177676 -10.167392 8.165793 -0.51 -1.16 -1.07
H -1.077898 -6.537268 6.675882 0.32 0.40 0.19
H -0.195725 -6.848162 8.233519 -0.09 -0.02 -0.11
H -1.172410 -8.097622 7.344586 0.08 -0.13 0.56
H 3.912502 -7.506022 9.103184 -0.45 -0.16 -0.18
H 3.356664 -5.902758 9.597456 -0.66 -0.11 -0.18
H 4.497941 -6.073253 8.319318 -0.14 -0.02 -0.41
H 1.733861 -10.996798 8.602648 0.68 0.57 0.09
H 1.047328 -10.395793 7.107995 0.63 0.17 -0.27
H 0.159137 -10.377941 8.491887 -0.20 1.19 0.80
C 2.462117 3.321177 -9.150319 2.00 -0.05 -0.91
O 1.300105 3.818660 -8.565212 -1.64 0.16 1.82
P 1.197404 3.866307 -6.942115 -0.39 -0.44 -0.76
O 2.129762 4.786213 -6.292951 0.14 -0.12 0.14
O -0.347985 4.234229 -6.669032 1.12 -0.86 -1.59
C -0.792640 4.591018 -5.380085 -0.10 -0.20 1.33
O 1.427595 2.291009 -6.519118 -1.02 1.90 -1.38
C 2.436251 2.087242 -5.588605 1.64 -0.36 1.72
H 3.068466 2.687615 -8.502986 -0.34 -0.25 0.12
H 3.145453 4.107733 -9.470449 -0.14 0.60 0.44
H 2.304458 2.823439 -10.107136 -0.81 -0.41 0.33
H -1.295550 5.557962 -5.366195 0.34 0.08 -0.34
H 0.027961 4.574097 -4.662849 0.10 0.37 -0.04
H -1.515803 3.872905 -4.993528 -0.06 -0.26 -0.40
H 2.863377 1.087213 -5.663475 -0.54 -0.21 -0.14
H 2.067497 2.261481 -4.577780 -0.10 -0.27 0.12
H 3.301996 2.744319 -5.671321 -0.20 0.32 -0.43
```
Forces are in eV/Å.

Mulliken population analysis, charges in e, atoms 1 to 5: atom 1 (C): -0.454, atom 2 (O): -0.496, atom 3 (H): 0.156, atom 4 (H): 0.204, atom 5 (H): 0.273

***

(2)
Molecular formula: C26H10BrCl5F7NO3PS2Zn
Method: DFT, the ωB97M-V functional and the def2-TZVPD basis

The net charge is -1. The HOMO-LUMO gap is 8.0 eV.

The geometry in XYZ format:
```
57
Properties=species:S:1:pos:R:3:forces:R:3
Zn 1.033726 1.810783 0.492118 0.05 -0.20 -0.28
Cl 3.247849 -0.769210 1.170280 -0.01 0.09 -0.08
C 3.837792 0.581714 0.242636 0.03 -0.29 0.05
C 2.984497 1.634147 -0.053333 -0.22 0.15 0.15
C 3.547804 2.681226 -0.768779 0.00 0.24 -0.11
Cl 2.552701 4.074772 -1.114929 0.04 -0.12 0.04
C 4.869573 2.694500 -1.205699 0.03 0.07 -0.05
Cl 5.505993 4.026374 -2.106054 -0.05 -0.08 0.06
C 5.686366 1.609554 -0.903396 0.07 0.05 -0.06
Cl 7.330589 1.589829 -1.433005 -0.08 0.00 0.03
C 5.170483 0.546423 -0.171640 0.05 -0.10 0.05
Cl 6.194466 -0.792827 0.213798 -0.08 0.06 -0.02
F -0.236650 -6.757912 -0.332436 -0.01 0.17 0.00
C -0.336937 -5.424906 -0.320069 0.00 -0.06 0.00
C -1.409987 -4.812087 0.291392 -0.07 -0.05 0.04
F -2.358172 -5.556805 0.870407 0.10 0.08 -0.07
C -1.508584 -3.427827 0.290976 -0.15 -0.06 0.20
F -2.614217 -2.934482 0.868332 0.11 -0.11 -0.17
C -0.541442 -2.609633 -0.273154 0.01 0.10 0.01
P -0.557695 -0.746195 -0.291931 -0.15 0.03 -0.09
C -1.434813 -0.563353 -1.890953 0.05 0.02 -0.01
C -0.755803 0.036348 -2.946223 0.01 0.02 0.00
C -1.355784 0.155111 -4.191227 -0.03 0.00 0.00
C -2.640311 -0.325856 -4.390407 0.01 0.03 0.02
C -3.326781 -0.924266 -3.342302 0.01 0.01 0.01
C -2.726542 -1.042491 -2.099335 0.01 -0.06 0.00
C -1.804825 -0.283957 0.961530 0.04 -0.13 -0.03
C -1.628331 -0.741947 2.266436 0.09 0.12 0.06
C -2.464942 -0.313582 3.279995 0.03 0.07 0.01
C -3.473869 0.601710 3.006107 0.02 0.00 -0.02
C -3.638333 1.080578 1.716653 0.02 -0.03 0.02
C -2.809586 0.638541 0.693809 0.00 0.01 -0.05
C 0.517967 -3.261464 -0.917041 0.11 -0.07 -0.09
Br 1.826847 -2.321608 -1.898325 0.00 0.05 0.07
C 0.622101 -4.640456 -0.937583 -0.01 -0.09 0.02
F 1.632592 -5.262169 -1.553135 -0.06 0.07 0.03
H 0.239079 0.431278 -2.783978 0.00 0.00 0.00
H -0.824280 0.639435 -4.999300 0.01 0.01 -0.01
H -3.114990 -0.218833 -5.357147 0.00 -0.01 -0.02
H -4.334478 -1.290840 -3.489386 -0.01 -0.01 -0.01
H -3.269379 -1.505527 -1.284380 -0.01 0.00 0.04
H -0.811302 -1.416631 2.497996 0.00 -0.01 0.00
H -2.301255 -0.657131 4.292211 -0.01 -0.02 0.02
H -4.108731 0.961106 3.804950 -0.02 0.00 0.02
H -4.400640 1.816233 1.498836 -0.02 0.02 -0.01
H -2.940167 1.039283 -0.303645 -0.03 -0.03 0.02
F 1.783852 4.189758 4.332983 0.00 0.08 0.02
C 2.104932 3.128526 3.591784 -0.07 -0.06 0.09
F 2.727879 3.562510 2.492584 0.03 -0.03 -0.07
F 2.958811 2.372887 4.284884 0.04 0.00 0.05
S 0.591645 2.161153 3.169810 -0.08 -0.10 -0.13
O -0.092817 2.029997 4.417015 -0.07 -0.01 -0.09
O -0.035245 2.953829 2.103429 0.28 0.04 0.16
O 1.129394 0.935786 2.558511 -0.06 0.16 0.04
S -2.572553 3.512748 -1.997483 0.27 -0.18 0.18
C -1.291698 2.824695 -1.270919 -0.18 0.07 -0.25
N -0.375826 2.281178 -0.782278 -0.03 0.11 0.22
```
Forces are in eV/Å.

Mulliken population analysis, charges in e, atoms 1 to 5: atom 1 (Zn): -0.119, atom 2 (Cl): -0.122, atom 3 (C): 1.800, atom 4 (C): -2.004, atom 5 (C): 1.304

***

(3)
Molecular formula: C26H14Cl3N3O8Ru
Method: DFT, the ωB97M-V functional and the def2-TZVPD basis

The net charge is -1. The HOMO-LUMO gap (spin up / spin down) is 6.6 / 6.8 eV. Its spin multiplicity is 2.

The geometry in XYZ format:
```
55
Properties=species:S:1:pos:R:3:forces:R:3
Ru 0.097300 0.037000 -0.239100 -0.47 0.00 -0.33
Cl 4.663100 -0.097500 5.593200 0.23 -0.02 0.44
C 3.992700 0.008300 4.007700 -0.16 0.02 -0.43
C 2.621900 0.149200 3.864200 0.01 0.03 -0.07
C 2.096600 0.218700 2.592000 0.95 -0.17 -0.59
Cl 0.392800 0.347900 2.340700 -0.71 0.16 0.40
C 2.886400 0.141800 1.407600 0.08 -0.13 1.34
O 2.385200 0.171800 0.241300 -1.87 -0.12 -1.70
C 4.285700 -0.002300 1.633400 -0.65 0.13 0.08
Cl 5.302200 -0.112600 0.248100 0.20 -0.03 -0.18
C 4.826500 -0.066100 2.898100 -0.21 0.00 0.16
H 1.975200 0.194800 4.726600 -0.02 0.01 0.08
H 5.890300 -0.188800 3.014800 0.13 0.00 0.06
O -3.482100 -2.299600 -0.302300 0.16 -0.05 0.13
C -2.817800 -1.300700 -0.069200 -1.15 0.62 -0.31
O -1.574900 -1.314500 0.216600 2.63 0.33 -0.26
C -3.525600 0.050000 -0.071300 0.34 0.04 -0.15
C -4.903700 0.023300 -0.094900 -0.47 0.27 -0.03
C -5.664900 1.192700 -0.111100 1.60 0.00 0.01
C -5.020100 2.434300 -0.125900 -0.15 -0.03 0.01
C -3.656300 2.470400 -0.108500 -0.09 -1.15 0.06
C -2.826600 1.296400 -0.061600 -1.29 -0.26 -0.02
O -1.572100 1.473800 0.004000 2.65 -0.58 -0.43
N -2.967400 3.747400 -0.132100 -0.02 0.22 -0.05
O -2.874600 4.352600 0.913500 0.05 0.18 0.22
O -2.542700 4.126300 -1.200500 0.15 0.13 -0.21
N -7.078400 1.141800 -0.116900 -0.99 -0.03 0.02
O -7.624500 0.047400 -0.094200 0.03 0.18 -0.01
O -7.693200 2.204000 -0.139600 0.00 -0.18 -0.01
H -5.403500 -0.935000 -0.101700 0.09 -0.03 -0.01
H -5.611600 3.336200 -0.162500 0.03 0.10 0.04
N 0.478100 -0.120100 -2.176600 -1.40 1.44 1.84
C 0.092600 -1.064700 -2.916000 0.08 -0.84 0.49
C -0.074200 -2.416300 -2.324000 -0.53 -0.20 0.14
C -1.071900 -3.268900 -2.790600 0.16 0.00 0.15
C -1.289500 -4.484600 -2.168500 -0.02 -0.08 -0.02
C -0.508200 -4.864400 -1.089400 0.10 0.04 0.04
C 0.476500 -4.013900 -0.606000 0.02 -0.02 0.02
C 0.692100 -2.790800 -1.213300 0.14 0.11 -0.38
C -0.136400 -0.880400 -4.361300 0.71 0.15 -0.54
C 0.370100 -1.825300 -5.253600 -0.09 0.11 0.07
C 0.333900 -1.586500 -6.613600 0.02 -0.06 -0.15
C -0.224200 -0.415300 -7.100900 0.00 -0.01 0.05
C -0.755500 0.513800 -6.219800 -0.04 0.06 -0.15
C -0.705700 0.291700 -4.856700 0.02 -0.17 0.27
H -1.692200 -2.963800 -3.620600 -0.05 0.02 -0.06
H -2.081700 -5.131400 -2.518100 -0.03 -0.04 -0.01
H -0.657500 -5.828800 -0.626500 -0.08 -0.04 0.08
H 1.076900 -4.300300 0.247400 0.01 -0.03 0.00
H 1.499000 -2.137500 -0.874400 -0.09 -0.12 -0.04
H 0.820300 -2.730700 -4.873000 0.04 -0.05 0.04
H 0.764700 -2.305900 -7.295000 0.00 -0.07 -0.07
H -0.235000 -0.224800 -8.163500 -0.03 0.02 -0.11
H -1.191200 1.426400 -6.599800 -0.06 0.06 -0.01
H -1.104800 1.019300 -4.164900 0.05 0.06 0.09
```
Forces are in eV/Å.

Mulliken population analysis, charges in e, atoms 1 to 5: atom 1 (Ru): 1.059, atom 2 (Cl): -0.250, atom 3 (C): 0.570, atom 4 (C): -0.930, atom 5 (C): 0.577